# 1
5
Properties=species:S:1:pos:R:3:forces:R:3 method="wB97M-V/def2-TZVPD" multiplicity=1 e_lumo_ev=-1.33 homo_lumo_gap_ev=9.8 e_above_lowest_ev=2.8416 total_charge=0
F -1.42831 0.34922 1.84844 1.716 0.111 -3.214
F 0.09191 -0.65393 0.10713 0.562 -1.041 -1.299
Si 0.87813 -0.99748 -1.36272 -0.669 0.895 1.496
Cl 1.36172 1.00155 -1.55266 0.314 0.060 -0.551
H -0.90345 0.30063 0.95981 -1.922 -0.024 3.568

***

# 2
55
Properties=species:S:1:pos:R:3:forces:R:3 method="wB97M-V/def2-TZVPD" multiplicity=1 e_lumo_ev=0.63 smiles="COc1ccc([C@@H](CNC(=O)c2ccc(N3CCCC3=O)cc2)N(C)C)cc1" homo_lumo_gap_ev=9.1 e_above_lowest_ev=2.3793 total_charge=0
C 4.68913 4.52120 1.04382 0.162 0.101 0.130
O 3.70826 3.87027 0.27434 -0.207 -0.229 -0.174
C 3.66307 2.50831 0.29402 -0.078 -0.079 -0.045
C 2.67729 1.92053 -0.50114 0.088 0.224 0.110
C 2.54357 0.55023 -0.54901 0.110 0.082 0.034
C 3.38722 -0.27548 0.19016 0.205 -0.047 0.036
C 3.18181 -1.77268 0.19713 -0.184 -0.016 0.139
C 2.18782 -2.08841 1.33842 0.225 -0.316 -0.086
N 0.89683 -1.48774 1.13622 0.184 0.258 -0.038
C -0.23065 -2.20831 0.93907 0.102 0.138 0.103
O -0.25363 -3.42475 1.01455 -0.153 -0.223 0.039
C -1.45683 -1.40695 0.66712 -0.313 0.062 -0.121
C -1.44177 -0.18439 0.00464 0.031 -0.234 0.130
C -2.61814 0.49651 -0.24181 -0.208 0.117 -0.011
C -3.84378 -0.02547 0.17440 0.358 -0.208 0.149
N -5.02809 0.66828 -0.09096 0.145 0.042 -0.339
C -5.08638 1.70789 -1.10443 0.030 0.240 -0.208
C -6.58369 1.88585 -1.35816 0.024 0.044 0.088
C -7.19603 1.52647 -0.01085 -0.047 -0.047 -0.080
C -6.20705 0.53958 0.59087 -0.518 0.146 0.097
O -6.42730 -0.19950 1.51942 -0.046 -0.158 0.209
C -3.86170 -1.25720 0.83013 -0.112 -0.049 0.051
C -2.68376 -1.93402 1.06279 0.231 0.064 -0.076
N 2.72396 -2.22415 -1.11176 0.096 0.034 0.182
C 2.30272 -3.61271 -1.13778 -0.132 0.023 0.044
C 3.76085 -2.00689 -2.10325 -0.033 0.067 -0.066
C 4.36626 0.31360 0.97291 -0.186 -0.117 -0.161
C 4.51200 1.69042 1.02977 0.071 0.376 0.066
H 4.53961 5.58605 0.87240 0.053 -0.067 0.047
H 5.69953 4.24309 0.72678 -0.037 0.000 0.024
H 4.57118 4.30751 2.11125 0.015 -0.003 -0.044
H 2.03098 2.56663 -1.07457 -0.077 0.079 -0.082
H 1.80003 0.09354 -1.18471 -0.080 -0.048 -0.088
H 4.13623 -2.26750 0.47308 -0.095 0.064 -0.021
H 2.62446 -1.70687 2.26936 -0.006 -0.129 -0.122
H 2.03030 -3.16260 1.44181 0.041 0.105 0.055
H 0.87688 -0.48545 1.03945 -0.160 -0.064 0.063
H -0.51523 0.24150 -0.35212 0.106 0.038 -0.032
H -2.57204 1.44382 -0.75579 -0.029 0.081 -0.056
H -4.64298 2.63733 -0.72483 0.037 -0.053 -0.093
H -4.54428 1.39619 -1.99967 0.010 0.058 0.082
H -6.91898 1.18296 -2.12166 0.028 0.012 -0.008
H -6.82689 2.89474 -1.68485 0.019 -0.017 -0.052
H -7.25241 2.39202 0.65301 -0.001 -0.008 0.041
H -8.18813 1.08475 -0.07561 0.035 -0.018 0.090
H -4.79873 -1.67500 1.15628 -0.025 -0.001 0.011
H -2.69464 -2.89393 1.55604 -0.009 -0.087 0.023
H 1.41201 -3.75616 -0.53285 0.005 -0.098 0.030
H 2.05300 -3.87271 -2.16531 0.007 -0.062 -0.023
H 3.09109 -4.29836 -0.78949 0.050 -0.044 -0.001
H 4.07354 -0.96449 -2.09238 0.057 -0.014 -0.080
H 3.36045 -2.23993 -3.08870 0.055 -0.010 -0.067
H 4.64713 -2.63783 -1.92690 0.019 -0.013 0.010
H 5.03559 -0.30820 1.55081 0.077 -0.079 0.051
H 5.29030 2.10840 1.64852 0.058 0.081 0.043

***

# 3
10
Properties=species:S:1:pos:R:3:forces:R:3 method="wB97M-V/def2-TZVPD" multiplicity=1 e_lumo_ev=-0.69 homo_lumo_gap_ev=9.2 e_above_lowest_ev=3.4862 total_charge=0
O 1.96378 0.48297 0.05988 -0.283 0.059 -0.531
C 1.22036 0.30542 -0.86503 -0.368 -0.123 0.273
C -0.30582 0.57096 -0.77918 0.356 0.311 0.479
O -0.92168 0.89047 -1.75989 0.107 -0.068 -0.125
C -0.93213 0.53043 0.58278 -0.522 -0.470 0.399
N -0.83729 -0.47587 1.36393 -0.153 0.815 -0.402
O -0.07540 -1.48253 0.80687 0.054 -0.756 1.039
H 1.51167 -0.03663 -1.86984 0.305 0.055 -0.074
H -1.62686 1.32060 0.89620 0.462 -0.273 -0.150
H 0.00337 -2.10583 1.56426 0.043 0.451 -0.910

***

# 4
66
Properties=species:S:1:pos:R:3:forces:R:3 method="wB97M-V/def2-TZVPD" multiplicity=6 e_lumo_ev="-5.89 / -7.02" homo_lumo_gap_ev="7.4 / 6.3" e_above_lowest_ev=0.0000 total_charge=+2
Fe 0.01621 -0.50748 -0.08946 0.123 -0.208 0.394
N 5.61082 -5.12772 -2.84325 -0.088 0.005 0.085
C 4.97840 -4.10463 -2.22126 0.051 -0.036 -0.066
C 3.89785 -3.44485 -2.84267 -0.022 0.011 -0.006
C 3.25991 -2.39864 -2.20793 0.152 0.096 -0.041
C 3.67729 -2.00691 -0.93637 -0.019 -0.057 -0.107
C 4.74889 -2.64291 -0.30677 -0.043 -0.013 -0.027
C 5.38847 -3.68053 -0.94228 0.018 -0.014 0.050
S 2.79627 -0.81207 -0.06340 -0.211 -0.164 0.141
O 3.64375 -0.00844 0.75528 0.019 -0.015 0.024
O 1.91154 -0.09284 -1.01908 -0.061 0.186 -0.249
N 1.63379 -1.61037 0.75649 0.073 0.198 0.192
C 1.33496 -1.21875 2.05954 0.194 -0.139 -0.125
N 2.17993 -1.26250 3.07165 -0.108 -0.031 0.034
C 1.69407 -0.82151 4.23039 -0.003 0.007 -0.025
C 0.38845 -0.35348 4.38277 0.052 -0.055 0.046
C -0.41275 -0.35974 3.26551 -0.102 -0.142 -0.119
N 0.06506 -0.80319 2.09434 -0.223 0.330 0.165
H 5.40834 -5.35112 -3.80072 0.015 0.007 -0.029
H 6.43585 -5.53604 -2.44231 0.042 0.013 -0.019
H 3.60748 -3.72757 -3.84749 -0.005 0.010 0.006
H 2.46076 -1.86262 -2.70266 -0.020 -0.013 0.001
H 5.07561 -2.31288 0.67139 0.004 -0.011 -0.001
H 6.23194 -4.16549 -0.46724 -0.004 0.007 0.000
H 2.37771 -0.84318 5.07089 -0.013 -0.001 0.010
H 0.01844 -0.00802 5.33614 0.028 0.002 0.003
H -1.44356 -0.02760 3.28524 0.013 0.043 -0.024
O -6.30849 2.39137 0.34018 0.008 -0.023 0.009
C -6.21459 0.99846 0.16693 0.032 0.031 -0.015
C -4.76325 0.61847 0.10553 -0.044 -0.002 0.010
C -4.38058 -0.71483 0.00645 0.011 -0.036 -0.008
C -3.04090 -1.03160 -0.04929 -0.014 0.099 0.072
N -2.08334 -0.09334 -0.01079 -0.137 -0.198 -0.058
C -2.44480 1.19617 0.07928 0.049 -0.007 -0.023
C -3.76809 1.58578 0.14517 -0.046 0.026 0.000
C -1.31305 2.14912 0.11485 0.016 -0.072 0.076
C -1.46589 3.52023 0.09236 -0.037 0.030 0.050
C -0.34348 4.33563 0.15896 -0.001 0.043 -0.002
C -0.48106 5.83876 0.16153 -0.032 0.028 0.009
O -1.76538 6.28055 -0.19846 -0.014 -0.112 -0.002
C 0.90420 3.72987 0.26049 -0.003 0.005 0.049
C 0.98806 2.35597 0.26639 -0.145 0.020 0.035
N -0.10115 1.57031 0.18498 0.419 0.260 -0.271
H -7.23311 2.64898 0.40392 -0.017 0.009 -0.010
H -6.69426 0.67013 -0.76249 -0.004 -0.007 -0.007
H -6.68394 0.45007 0.99096 0.000 -0.002 0.015
H -5.11693 -1.50702 -0.03236 0.004 0.004 0.017
H -2.70891 -2.05756 -0.11969 0.036 -0.013 -0.018
H -4.05002 2.62371 0.23269 0.014 -0.005 -0.008
H -2.44241 3.97782 0.03075 0.009 -0.005 -0.021
H 0.30231 6.27995 -0.46100 0.003 -0.017 -0.012
H -0.30473 6.18324 1.18381 0.023 0.021 -0.003
H -1.83779 6.33327 -1.15724 0.022 0.077 0.004
H 1.81062 4.31764 0.32423 -0.005 -0.004 0.004
H 1.94523 1.86158 0.33490 0.013 0.002 -0.035
S -0.36965 -2.19712 -1.72309 -0.079 -0.249 -0.046
C -0.06128 -3.53199 -0.65628 0.111 0.128 -0.048
N 1.03702 -4.28766 -0.89877 -0.004 -0.086 -0.125
C 1.33893 -5.38432 -0.18558 0.017 0.004 0.026
C 0.51041 -5.75162 0.83746 0.032 -0.021 0.015
C -0.57919 -4.91777 1.08208 -0.041 0.120 -0.029
N -0.85943 -3.83829 0.35772 -0.041 -0.053 0.042
H 1.67396 -3.97516 -1.63234 -0.011 -0.030 0.022
H 2.23942 -5.91406 -0.46438 -0.004 0.007 -0.021
H 0.70245 -6.63229 1.43022 0.006 0.011 0.007
H -1.25758 -5.12908 1.90069 -0.007 0.002 -0.008